(1)
Here is a single C9H15N3O6 molecule from OMol25. Energies are from the ωB97M-V functional and the def2-TZVPD basis.

Structure (XYZ):
```
33
Properties=species:S:1:pos:R:3:forces:R:3
N 4.34290 -1.48892 -0.93130 0.53 -1.56 -0.67
C 3.34751 -0.56280 -0.79891 1.10 -0.59 0.51
O 2.75525 -0.28233 -1.78844 -2.03 1.51 -1.70
C 3.13242 0.04759 0.58391 -0.50 -0.18 0.35
C 1.68131 0.56844 0.72059 0.90 -1.79 -0.81
N 1.43341 1.69524 1.60516 -0.66 0.30 0.40
C 0.67356 -0.61575 0.91688 -1.81 3.02 -0.36
O 0.67517 -1.38717 1.84237 0.12 -0.46 -0.57
N -0.46589 -0.35416 0.09711 -1.11 -2.90 1.44
C -1.82532 -0.94405 0.38568 0.44 2.05 -0.38
C -2.89335 0.24484 0.39644 -0.69 -1.73 2.22
C -2.80120 1.36826 -0.65485 -1.08 -3.20 -1.58
C -1.61013 2.15396 -0.56870 3.21 2.42 -2.32
O -1.08182 2.63691 0.37911 -0.23 0.09 1.05
O -0.98181 2.39722 -1.85226 -2.57 -1.55 1.23
C -2.20805 -2.24343 -0.33001 1.00 0.03 -0.29
O -1.26717 -2.83399 -0.78914 -1.36 -0.97 -0.39
O -3.51901 -2.73584 -0.18374 2.09 1.12 -0.07
H 4.51250 -2.04974 -0.13944 0.51 -0.38 1.25
H 4.29416 -2.13420 -1.75363 -0.18 1.45 0.76
H 3.45267 -0.70444 1.28401 -0.16 -0.18 0.75
H 3.74759 0.91101 0.74808 0.71 0.39 -0.20
H 1.58811 0.85678 -0.29063 -0.89 0.56 -1.36
H 1.53633 2.59635 1.09841 0.03 -1.04 0.36
H 0.42832 1.67187 1.83806 0.76 0.14 0.05
H -0.50296 0.31220 -0.62200 1.02 0.55 -0.92
H -1.58653 -1.42015 1.32277 -0.72 0.36 1.27
H -2.87577 0.68726 1.43847 0.16 -0.25 -1.21
H -3.88792 -0.30690 0.36892 0.98 1.04 -0.32
H -3.65134 1.98959 -0.56277 -0.92 0.86 0.38
H -2.89114 0.95588 -1.69921 0.22 0.27 0.97
H -0.09082 2.65074 -1.67845 1.13 0.69 0.37
H -3.46097 -3.68027 -0.38249 0.01 -0.06 -0.19
```
Positions in Å, forces in eV/Å.

**Highest occupied orbital energy**: -9.38 eV
**Structure (SMILES)**: NC(=O)C[C@H](N)C(=O)N[C@@H](CCC(=O)O)C(=O)O
**HOMO-LUMO gap**: 9.847 eV
**Net charge**: 0
**Energy relative to the best compared isomer or geometry (same formula, charge and spin)**: 64.9 kcal/mol

(2)
Here is a gas-phase ion, C9H15N4 (charge +1) from OMol25. Energies are from the ωB97M-V functional and the def2-TZVPD basis.

Structure (XYZ):
```
28
Properties=species:S:1:pos:R:3:forces:R:3
C 2.74062 0.76007 1.19394 -3.21 -3.10 0.90
C 2.22404 0.13594 -0.08725 -1.19 -2.07 0.47
C 2.95056 0.02484 -1.37925 0.28 4.63 1.56
N 1.17463 -0.59963 0.00929 4.01 3.27 -0.49
N 0.34426 -1.35844 0.22054 -1.36 -2.92 1.54
C -1.09651 -1.13956 0.15973 -0.21 2.03 0.14
C -1.43548 -1.92917 -1.09199 -3.45 -2.03 3.72
C -1.74393 -1.53167 1.50845 1.52 -3.37 -0.51
N -1.32063 0.29476 -0.02180 2.15 2.48 0.39
C -2.30537 1.04842 -0.56775 -0.78 -1.81 -0.63
C -2.00260 2.35966 -0.36539 -1.31 1.67 -0.80
C -0.77912 2.37373 0.29778 -1.91 -3.06 -1.00
N -0.33891 1.15659 0.51309 -1.31 -1.01 0.34
H 3.56258 0.19906 1.60237 0.32 -0.43 0.05
H 1.87907 0.80343 1.93195 1.15 -0.17 -0.81
H 3.02751 1.70066 1.03284 1.30 3.83 -0.83
H 2.56666 -0.66721 -1.99190 -1.45 -2.40 -2.37
H 3.91724 -0.20508 -1.09283 2.21 -0.80 0.35
H 3.06674 1.03746 -1.85987 -0.44 -0.96 0.27
H -2.45520 -2.42436 -1.04703 1.19 0.38 0.37
H -0.70929 -2.65594 -1.17647 1.28 -1.80 -0.58
H -1.51502 -1.35367 -1.88883 0.26 2.85 -3.72
H -2.58726 -0.93733 1.55141 -1.78 1.22 0.43
H -1.12903 -1.42718 2.46743 -0.68 -0.19 -1.68
H -2.11606 -2.59827 1.29919 0.69 1.31 1.11
H -3.09490 0.49012 -1.09832 0.23 0.87 0.41
H -2.57771 3.26294 -0.67551 0.52 -1.16 0.25
H -0.24688 3.17984 0.55616 1.99 2.77 1.10
```
Positions in Å, forces in eV/Å.

**Highest occupied orbital energy**: -12.78 eV
**Structure (SMILES)**: CC(C)=[N+]=NC(C)(C)n1cccn1
**HOMO-LUMO gap**: 8.815 eV
**Net charge**: +1
**Energy relative to the best compared isomer or geometry (same formula, charge and spin)**: 89.8 kcal/mol

(3)
Here is 2 unconnected molecules or ions with the total composition C9H15N4O3 from OMol25. Energies are from the ωB97M-V functional and the def2-TZVPD basis.

Structure (XYZ):
```
31
Properties=species:S:1:pos:R:3:forces:R:3
C 3.40578 -1.16596 0.77818 0.34 0.59 0.17
C 2.71931 0.16304 1.12483 0.15 -0.44 -0.50
C 2.21663 0.89082 -0.13273 0.60 0.37 0.61
C 0.89013 1.62908 0.01619 0.09 -0.22 -0.47
C 0.84934 2.42035 1.23070 -0.37 1.23 2.14
N 0.74867 3.07089 2.19142 0.29 -1.10 -1.55
C -0.37811 0.75736 -0.12616 0.24 0.20 0.86
C -0.65535 0.57117 -1.52562 -0.80 -0.01 -1.98
N -0.96246 0.49658 -2.63883 0.68 0.07 1.03
C -0.36568 -0.59070 0.60360 -0.64 -0.38 -0.65
N -1.64074 -1.28383 0.51295 0.32 0.19 0.40
C -2.68109 -0.67462 1.33432 -0.21 -0.10 -0.33
H 3.09042 -1.54400 -0.18368 -0.33 -0.35 -0.10
H 3.27424 -1.90206 1.55871 -0.12 -0.30 0.06
H 4.47154 -0.98754 0.68866 0.31 -0.09 -0.07
H 3.45368 0.78504 1.62157 -0.02 0.27 0.26
H 1.92383 -0.00126 1.83363 -0.31 -0.04 0.17
H 2.95952 1.64526 -0.36986 0.17 0.19 -0.22
H 2.20644 0.22991 -0.98714 -0.38 -0.25 -0.26
H 0.84858 2.35516 -0.78697 -0.10 0.24 -0.26
H -1.20139 1.32482 0.29278 -0.33 0.21 -0.02
H -0.14266 -0.43494 1.64854 0.22 -0.01 0.32
H 0.38119 -1.22637 0.13905 0.36 -0.12 0.11
H -1.95153 -1.31700 -0.45163 -0.18 -0.20 -0.22
H -3.29556 0.03625 0.78600 -0.08 0.21 -0.12
H -3.35172 -1.43645 1.71331 -0.16 -0.22 0.08
H -2.24787 -0.16954 2.19001 0.18 0.11 0.23
N -3.67923 -0.87790 -3.29406 0.03 -0.09 -0.05
O -3.91073 -0.52510 -2.10847 0.09 0.01 0.09
O -4.24056 -0.29159 -4.23957 0.04 -0.04 0.16
O -2.89040 -1.81975 -3.51362 -0.08 0.05 0.09
```
Positions in Å, forces in eV/Å.

**Highest occupied orbital energy**: -4.20 eV
**HOMO-LUMO gap**: 6.896 eV
**Net charge**: -1
**Energy relative to the best compared isomer or geometry (same formula, charge and spin)**: 0.0 kcal/mol